14
Properties=species:S:1:pos:R:3:forces:R:3:nbo_charge:R:1 method="wB97M-V/def2-TZVPD" de_lowest_kcal_mol=45.1 gap_ev=10.241 energy_ev=-17537.6625
C 2.2291 0.5895 0.0706 -1.50 0.67 -0.28 0.065
C 0.9667 0.6262 -0.6247 1.04 2.08 -3.05 -0.450
C -0.5101 -0.8371 1.3508 2.86 2.64 -2.16 -0.982
N 1.9436 -0.5314 -0.4126 0.49 0.27 -0.30 -0.302
N -1.5723 -0.3456 -1.0786 0.86 -0.26 0.16 -1.217
O -1.2486 1.7966 0.4366 -0.53 0.36 0.05 -1.068
P -0.7047 0.4970 0.0445 0.83 -1.85 0.65 2.065
H 2.8907 1.2754 0.5727 0.51 -0.59 0.25 0.232
H 1.0708 1.5349 -2.0072 -0.52 -2.65 3.46 0.123
H -1.4370 -1.2263 1.4782 -2.80 -0.75 1.53 0.243
H 0.0556 -1.6108 0.9042 0.65 -0.99 -0.96 0.238
H 0.1878 -0.4916 2.0941 -0.67 0.18 1.12 0.240
H -1.4735 -1.2815 -1.4035 0.74 -0.53 0.26 0.409
H -2.3981 0.0047 -1.4252 -1.96 1.42 -0.72 0.406



76
Properties=species:S:1:pos:R:3:forces:R:3:lowdin_charge:R:1 method="wB97M-V/def2-TZVPD" de_lowest_kcal_mol=0.0 gap_ev=7.302 energy_ev=-97132.5230
C -3.5628 -3.0265 3.9520 0.03 0.11 -0.14 -0.161
C -3.6837 -2.7485 2.4452 0.03 -0.13 0.01 -0.534
S -3.2582 -1.0179 2.1093 0.10 0.11 0.06 0.884
C -2.9864 -1.0262 0.3134 -0.07 -0.02 -0.15 -0.412
C -1.5402 -0.9231 -0.0880 0.04 0.11 -0.10 -0.147
C -1.0640 -0.0429 -0.9856 -0.02 0.02 0.15 -0.093
C -1.8162 1.0491 -1.6890 0.14 -0.16 -0.04 -0.126
C -1.4441 2.4070 -1.0715 0.05 -0.04 -0.13 -0.165
C -1.9822 2.6472 0.3453 0.12 0.15 0.03 -0.182
C -0.9317 3.2502 1.2855 -0.16 -0.14 0.08 -0.193
C 0.1751 2.2411 1.6285 0.06 0.10 0.21 -0.182
C 1.5880 2.7880 1.8944 -0.13 -0.15 -0.09 -0.227
C 2.0988 3.8030 0.8708 0.04 0.00 -0.01 -0.446
S 1.8169 5.5711 1.2617 -0.16 -0.07 -0.05 0.980
C 2.2442 5.5711 2.9411 0.04 0.07 0.06 -0.728
N 1.4973 5.8482 3.9522 -0.11 0.02 -0.08 0.060
N 2.3074 5.7618 5.0782 -0.06 0.03 0.07 0.056
C 3.4663 5.4272 4.6477 0.10 0.00 0.36 -0.200
O 3.5251 5.2927 3.3158 0.13 -0.07 -0.25 0.037
C 0.4025 -0.0832 -1.3122 -0.05 -0.04 0.10 -0.350
O 0.8361 0.3860 -2.3443 0.00 0.02 0.02 0.099
C 1.3385 -0.6677 -0.3129 -0.25 -0.10 -0.05 -0.203
P 3.0594 -0.1163 -0.4144 0.27 0.02 0.44 0.771
O 3.7550 -0.0189 0.8959 -0.12 -0.07 -0.14 -0.420
C 0.8712 -1.5321 0.5987 0.04 0.07 0.08 -0.102
C 1.6967 -2.2358 1.6414 -0.03 -0.07 0.05 -0.124
C 2.6556 -3.2785 1.0348 -0.15 0.04 -0.12 -0.183
C 1.9737 -4.6327 0.7433 0.16 0.33 -0.13 -0.231
C 1.6069 -4.8571 -0.7216 -0.18 -0.16 0.15 -0.267
S 2.9163 -4.7781 -1.9385 -0.13 0.12 -0.08 0.352
O 2.6760 -5.7696 -2.9372 0.02 0.21 0.00 -0.335
O 3.1679 -3.4107 -2.2906 -0.04 -0.27 0.05 -0.358
Cl 4.5447 -5.4071 -0.8875 0.17 -0.06 0.05 0.438
C -0.5887 -1.8993 0.5119 0.06 -0.07 -0.13 -0.283
O -0.9407 -2.9968 0.8930 -0.07 0.03 0.00 0.103
H -3.0411 -2.2128 4.4594 -0.02 -0.04 0.02 0.050
H -4.5449 -3.1320 4.4099 0.05 -0.01 0.05 0.067
H -2.9869 -3.9342 4.1298 -0.09 -0.03 0.02 0.070
H -3.0022 -3.3695 1.8678 0.01 0.03 0.06 0.049
H -4.6998 -2.9365 2.0985 0.02 0.01 -0.03 0.070
H -3.4428 -1.9217 -0.1160 0.04 -0.02 0.13 0.102
H -3.5324 -0.1716 -0.0789 0.02 -0.08 -0.06 0.061
H -2.8917 0.8791 -1.6707 0.02 0.05 0.01 0.116
H -1.5086 1.0321 -2.7349 -0.09 0.02 0.01 0.102
H -1.7874 3.1940 -1.7470 0.00 0.00 0.06 0.119
H -0.3506 2.4741 -1.0736 -0.03 0.06 0.01 0.098
H -2.3409 1.7136 0.7922 -0.02 0.00 -0.05 0.094
H -2.8362 3.3267 0.2846 -0.05 -0.13 0.09 0.114
H -1.4285 3.5431 2.2143 0.08 0.15 -0.05 0.117
H -0.5409 4.1690 0.8442 0.06 -0.05 -0.03 0.079
H 0.2476 1.4721 0.8532 -0.04 0.14 -0.08 0.080
H -0.1384 1.7106 2.5337 0.02 -0.16 -0.13 0.121
H 1.6372 3.1829 2.9103 0.04 0.14 -0.03 0.100
H 2.2845 1.9433 1.8696 -0.04 0.02 0.09 0.092
H 3.1636 3.6725 0.6811 -0.04 -0.01 0.04 0.075
H 1.5709 3.6809 -0.0799 0.10 0.00 -0.02 0.066
H 4.3539 5.2497 5.2327 0.00 -0.01 -0.09 0.133
H 3.6555 -0.9876 -1.3395 -0.04 0.08 -0.14 0.022
H 2.9345 1.1019 -1.0947 -0.01 -0.01 -0.14 0.025
H 1.0248 -2.7318 2.3432 0.01 0.05 0.00 0.119
H 2.2689 -1.4876 2.1929 0.03 0.01 -0.16 0.114
H 3.5124 -3.4102 1.6949 -0.10 -0.06 0.07 0.121
H 3.0572 -2.8743 0.1041 0.16 0.00 0.09 0.061
H 1.0263 -4.6822 1.2830 0.04 -0.10 0.05 0.107
H 2.6007 -5.4540 1.0849 -0.04 -0.03 -0.02 0.089
H 0.9059 -4.1014 -1.0849 0.01 0.01 -0.01 0.105
H 1.1583 -5.8405 -0.8661 0.05 0.03 -0.03 0.109
C -2.8399 0.6832 -7.2333 -0.07 -0.01 0.06 -0.093
C -2.0607 0.8149 -5.9392 0.00 -0.05 0.00 -0.321
O -2.7926 0.3340 -4.8129 0.00 0.00 -0.05 -0.091
H -3.7866 1.2192 -7.1637 0.01 0.02 -0.01 0.075
H -2.2712 1.0853 -8.0726 0.02 0.00 0.00 0.074
H -3.0612 -0.3653 -7.4466 0.03 0.00 -0.02 0.072
H -1.8511 1.8619 -5.7236 0.02 0.01 0.01 0.112
H -1.1017 0.2920 -6.0133 0.02 0.03 0.00 0.111
H -2.9844 -0.5975 -4.9598 -0.01 0.00 0.00 0.082